[1]
{
  "formula": "C7H15N2P",
  "method": "ωB97M-V with the def2-TZVPD basis set",
  "homo_lumo_gap_ev": [6.806, 8.025],
  "de_lowest_kj_mol": 76.8,
  "total_charge": 0,
  "elements": ["C", "C", "C", "C", "C", "C", "C", "N", "N", "P", "H", "H", "H", "H", "H", "H", "H", "H", "H", "H", "H", "H", "H", "H", "H"],
  "xyz": [[-0.915572, 1.115746, 2.162775], [-1.899376, 0.046450, 1.696392], [0.581706, 0.707883, 1.974776], [-1.737510, -0.181946, 0.181441], [0.902995, 0.418817, 0.446417], [-0.257891, -0.551380, -0.079590], [1.530027, -0.661718, -3.645856], [2.167743, 0.060199, 0.188107], [-0.114710, -0.694004, -1.536374], [1.248364, -1.538769, -1.957228], [-1.154628, 2.052032, 1.749140], [-0.901085, 1.215213, 3.212288], [-1.476688, -0.939643, 2.123254], [-2.935290, 0.177154, 2.046275], [1.296707, 1.390720, 2.309999], [0.801603, -0.195904, 2.505111], [-2.465438, -0.960614, -0.305646], [-2.037900, 0.792881, -0.279839], [0.698893, 1.346690, -0.073938], [-0.006790, -1.568139, 0.258320], [1.523558, -1.314780, -4.486958], [2.572783, -0.125317, -3.523903], [0.763898, 0.188910, -3.695464], [2.582508, -0.656618, 0.850512], [-0.767905, -0.123863, -2.120011]],
  "atomic_forces_ev_per_a": [[1.5, -1.5, 0.3], [1.2, -2.4, 0.3], [-1.6, -1.1, -2.9], [-1.0, 0.2, 0.0], [-3.1, 0.9, 1.7], [-0.8, -0.6, -1.8], [1.0, 2.4, 2.3], [3.0, -2.3, -1.0], [-0.6, 0.4, 0.4], [0.3, 1.5, -0.8], [-0.1, 1.4, -0.7], [-0.9, 0.3, 1.5], [-1.0, 1.2, -0.1], [0.4, 0.1, -0.2], [0.8, 1.6, 0.6], [-0.2, -0.8, 0.5], [1.4, 1.2, 1.2], [0.6, -0.6, -0.2], [-0.2, 0.6, -0.3], [-0.3, 0.3, 0.8], [0.0, -0.4, -0.6], [-1.9, -1.1, -0.5], [1.1, -1.3, -0.3], [-1.0, 0.8, -0.9], [1.3, -0.6, 0.6]],
  "nbo_charge": [-0.4101, -0.3938, -0.3812, -0.4184, -0.0822, -0.0579, -0.9671, -0.7115, -0.9268, 0.9216, 0.1978, 0.2130, 0.1875, 0.2185, 0.2150, 0.1871, 0.2214, 0.1970, 0.1578, 0.1951, 0.2279, 0.2521, 0.2231, 0.3222, 0.4118]
}

=====

[2]
{
  "formula": "C7H15N4",
  "method": "ωB97M-V with the def2-TZVPD basis set",
  "homo_lumo_gap_ev": 9.176,
  "de_lowest_kj_mol": 318.4,
  "total_charge": 1,
  "elements": ["C", "C", "C", "C", "C", "C", "C", "N", "N", "N", "N", "H", "H", "H", "H", "H", "H", "H", "H", "H", "H", "H", "H", "H", "H", "H"],
  "xyz": [[-1.253352, 0.096932, -2.185446], [0.155569, -1.179141, -0.004668], [-0.569446, 0.999489, 0.657347], [-0.009293, -1.664579, 1.373271], [-0.714581, 0.418383, 2.124548], [1.757092, 0.057871, -2.130679], [0.764890, 0.812672, -1.318796], [-2.316680, -0.283645, -1.997171], [0.432499, 0.257125, -0.098630], [0.756694, 2.178501, -1.481660], [-1.166838, -0.989896, 2.165150], [1.114712, -1.580864, -0.373925], [-0.665257, -1.415970, -0.728847], [-1.604845, 0.868660, 0.240048], [-0.526132, 2.085541, 0.639775], [-0.386819, -2.700822, 1.382416], [0.923276, -1.621733, 1.890418], [0.326603, 0.586069, 2.556925], [-1.368766, 1.021709, 2.692931], [2.712029, 0.059431, -1.503242], [1.337720, -0.965431, -2.300180], [2.138035, 0.406137, -3.111233], [1.169457, 2.411620, -2.304503], [0.196419, 2.704632, -0.962956], [-2.055755, -1.285247, 1.693953], [-1.147231, -1.277443, 3.085153]],
  "atomic_forces_ev_per_a": [[2.4, 0.9, -0.4], [1.0, 0.6, -2.4], [-2.6, -1.2, 0.9], [-1.9, -2.3, 0.8], [1.8, 2.6, -1.1], [1.3, -1.4, 0.1], [-0.5, 1.1, -0.3], [-1.8, -0.7, 0.4], [-1.0, 1.6, 0.7], [1.8, -6.2, 0.6], [2.2, 0.8, -3.8], [-0.7, -0.7, 0.2], [0.4, 0.0, 0.7], [0.7, -0.3, -0.5], [0.9, -0.1, 0.6], [0.8, 0.1, -0.5], [0.3, 0.3, 1.0], [-1.4, -1.2, 0.0], [-0.9, 0.7, 0.5], [-1.2, -0.5, -0.6], [0.8, 0.8, 0.1], [-1.0, 0.4, 0.5], [0.9, 1.6, -2.5], [-2.7, 3.0, 1.9], [0.6, 1.0, 0.4], [-0.2, -1.1, 2.5]],
  "nbo_charge": [-0.0986, -0.3019, -0.2600, -0.2231, -0.2514, -0.7131, 0.6134, -0.5679, -0.4354, -0.7392, -0.4948, 0.2579, 0.2784, 0.2408, 0.2388, 0.2435, 0.2412, 0.2439, 0.2409, 0.2498, 0.2623, 0.2739, 0.4124, 0.3922, 0.4626, 0.4334]
}

=====

[3]
{
  "formula": "C7H15N6",
  "method": "ωB97M-V with the def2-TZVPD basis set",
  "homo_lumo_gap_ev": 9.610,
  "de_lowest_kj_mol": 0.0,
  "total_charge": 1,
  "elements": ["C", "C", "C", "C", "C", "C", "C", "N", "N", "N", "N", "N", "N", "H", "H", "H", "H", "H", "H", "H", "H", "H", "H", "H", "H", "H", "H", "H"],
  "xyz": [[-0.387337, -1.060193, -1.374603], [-0.057185, 1.955024, -0.256243], [-1.440865, -2.761114, -0.428607], [2.175758, 1.721438, 0.101841], [-0.983513, -1.832453, 0.718100], [1.692154, 0.265198, 0.364902], [-0.107842, 0.567516, 1.977473], [-0.871044, -2.198257, -1.628604], [1.046998, 2.455872, -0.372508], [-0.582212, -0.628674, -0.022249], [0.305602, -0.299611, -2.271592], [-1.321933, 2.151130, -0.513338], [0.242472, 0.322852, 0.578053], [-1.112151, -3.792865, -0.307592], [-2.527490, -2.759269, -0.532954], [2.563469, 2.202158, 1.005501], [2.957256, 1.752539, -0.656824], [-1.793486, -1.604458, 1.410092], [-0.141966, -2.270517, 1.265424], [1.885924, -0.355272, -0.511713], [2.197067, -0.151944, 1.234611], [0.376162, 1.485453, 2.308641], [-1.185694, 0.672677, 2.084666], [0.229512, -0.253630, 2.610842], [0.251709, -0.685879, -3.204505], [0.195474, 0.702063, -2.248423], [-1.639781, 3.019719, -0.917466], [-1.967060, 1.380498, -0.412924]],
  "atomic_forces_ev_per_a": [[-0.1, -0.4, 0.2], [1.4, -1.5, 0.9], [-0.1, 0.1, 0.2], [0.3, -0.3, 0.3], [-0.1, -0.4, 0.4], [0.8, -0.2, -0.2], [-0.3, 0.0, 0.7], [0.3, 0.2, -0.5], [-0.5, 0.7, -0.5], [-0.8, -0.2, -0.4], [0.1, 0.3, -0.2], [-1.0, -0.1, 0.0], [-0.2, 1.9, -1.1], [-0.1, 0.1, 0.1], [0.0, -0.1, 0.1], [0.0, -0.1, -0.1], [0.0, -0.1, 0.1], [0.1, -0.1, 0.0], [0.0, 0.1, 0.0], [0.0, 0.1, 0.2], [-0.1, 0.0, 0.0], [0.0, 0.0, -0.1], [0.0, 0.1, -0.1], [0.0, 0.0, -0.1], [0.0, 0.0, 0.0], [0.0, 0.0, -0.1], [0.1, 0.0, 0.0], [0.0, 0.0, 0.0]],
  "nbo_charge": [0.5389, 0.6550, -0.2420, -0.2375, -0.2490, -0.2774, -0.4246, -0.4588, -0.4290, -0.3290, -0.8241, -0.8256, -0.1296, 0.2250, 0.2096, 0.2235, 0.2428, 0.2158, 0.1978, 0.2603, 0.2378, 0.2395, 0.2369, 0.2330, 0.4286, 0.3904, 0.4520, 0.4398]
}

=====

[4]
{
  "formula": "C7H15NO",
  "method": "ωB97M-V with the def2-TZVPD basis set",
  "homo_lumo_gap_ev": 10.240,
  "smiles": "[H]/N=C(/C)OC.C=CCC",
  "de_lowest_kj_mol": 240.4,
  "total_charge": 0,
  "elements": ["C", "C", "C", "C", "H", "H", "H", "H", "H", "H", "H", "H", "C", "C", "C", "O", "N", "H", "H", "H", "H", "H", "H", "H"],
  "xyz": [[0.998540, -1.221805, -1.629175], [0.591034, -2.278294, -0.610724], [1.477894, 0.105555, -1.052953], [2.110174, 0.140169, 0.112463], [0.147178, -0.982021, -2.273118], [1.779053, -1.623752, -2.287374], [1.676298, 0.865802, -1.798618], [0.108702, -3.112379, -1.116777], [-0.108854, -1.862848, 0.109866], [1.460174, -2.656124, -0.077382], [2.706615, 0.995591, 0.388258], [1.944677, -0.580236, 0.894932], [-1.167387, 0.489547, 2.495783], [-1.790385, 0.990661, -0.976808], [-0.909753, 1.221635, 0.213495], [-1.041975, 0.190270, 1.123195], [-0.431955, 2.375266, 0.408632], [0.104301, 2.496520, 1.265173], [-2.225081, 0.651590, 2.746338], [-0.795539, -0.372263, 3.046246], [-0.587863, 1.370581, 2.790312], [-1.534118, 1.688619, -1.764262], [-2.828730, 1.143245, -0.688956], [-1.683000, -0.035324, -1.318547]],
  "atomic_forces_ev_per_a": [[-0.9, 0.7, 0.0], [0.1, 0.1, -0.2], [1.8, -1.8, -0.5], [-0.4, 0.9, 0.2], [0.0, -0.3, -0.1], [0.0, 0.2, 0.1], [-0.2, 0.3, 0.1], [0.0, -0.1, 0.0], [-0.1, 0.0, 0.1], [0.0, -0.1, 0.1], [-0.1, 0.3, 0.1], [0.2, -0.5, -0.1], [0.1, 0.2, 0.3], [0.6, -0.5, -0.2], [-1.6, 1.1, 1.1], [0.3, 0.0, -0.8], [0.5, -0.3, -0.2], [-0.2, -0.2, 0.1], [0.2, 0.0, -0.1], [0.0, 0.0, 0.0], [-0.1, -0.2, 0.0], [0.0, 0.0, -0.1], [0.0, 0.0, 0.1], [-0.1, -0.1, -0.1]],
  "nbo_charge": [-0.4354, -0.6219, -0.1729, -0.3981, 0.1955, 0.2149, 0.2015, 0.2104, 0.2212, 0.2030, 0.1939, 0.1901, -0.2457, -0.6799, 0.6027, -0.5500, -0.7068, 0.3398, 0.1820, 0.1950, 0.1739, 0.2334, 0.2327, 0.2206]
}

=====

[5]
{
  "formula": "C7H15NO",
  "method": "ωB97M-V with the def2-TZVPD basis set",
  "homo_lumo_gap_ev": 9.613,
  "de_lowest_kj_mol": 896.3,
  "total_charge": 0,
  "elements": ["C", "C", "C", "C", "C", "C", "C", "H", "H", "H", "H", "H", "H", "H", "H", "H", "H", "H", "H", "H", "H", "H", "N", "O"],
  "xyz": [[-2.257004, 0.285878, -0.668558], [-0.830349, -0.125066, -0.731747], [-0.236494, -1.387372, -0.523322], [1.069536, -0.919528, 0.103046], [2.457607, -0.549158, -0.353186], [0.123247, 0.527716, 0.269152], [-0.372114, 0.870822, 1.520109], [-3.021523, 0.035949, -1.508870], [-2.222115, 1.549738, -0.420243], [-2.995226, -0.311834, 0.214790], [-0.588494, 0.153915, -1.724716], [-0.155836, -2.041896, -1.447676], [-0.220944, -2.476340, 1.365045], [1.051150, -1.535395, 0.980811], [2.338215, 0.050826, -1.280457], [3.193294, 0.066312, 0.313808], [3.034418, -1.629054, -0.574878], [-0.622186, 2.118344, 1.594688], [0.530262, 0.487586, 2.478455], [-1.527455, 0.284680, 1.637365], [0.930802, 1.796474, -1.335811], [0.996564, 2.869867, 0.012932], [0.385659, 1.922820, -0.413885], [-1.061019, -2.045291, 0.493150]],
  "atomic_forces_ev_per_a": [[-4.9, 1.0, 2.7], [-1.2, 2.9, -0.7], [0.0, -5.6, -1.2], [-1.0, 3.8, 1.7], [2.0, -2.4, -1.5], [2.3, 1.5, -4.2], [-3.0, 0.9, 7.2], [2.1, 0.8, 0.7], [-0.5, -3.8, -0.9], [2.6, 2.0, -1.9], [1.0, 0.7, -1.1], [-0.2, 0.3, 1.0], [-4.1, 1.8, -4.0], [0.8, 0.3, 1.1], [0.5, -0.6, 0.3], [-2.0, -1.2, -0.6], [-1.1, 3.0, 0.2], [0.8, -3.8, 0.2], [-3.2, 1.4, -2.7], [3.7, 1.7, 0.4], [-1.2, 0.0, 1.7], [-2.1, -4.2, -0.5], [3.8, 1.7, -1.1], [4.8, -2.1, 3.4]],
  "nbo_charge": [-0.6257, -0.3496, 0.1125, -0.2275, -0.6163, 0.1479, -0.6559, 0.2358, 0.2456, 0.2150, 0.2238, 0.1662, 0.4384, 0.1817, 0.2096, 0.2421, 0.2074, 0.2424, 0.2120, 0.2639, 0.3526, 0.3750, -0.8982, -0.6987]
}